# 1
Entry from the OMol25 dataset: a molecular structure, C27H22IN5O5PTa (ωB97M-V with the def2-TZVPD basis set).

For the HOMO-LUMO gap, the calculation gives 0.2396 hartree. Its charge is +2. Its energy above the lowest of the compared OMol25 structures with the same formula, charge and spin is 1.5540 eV. The total energy comes out at -64970.24408 eV.

Last column: Mulliken charge in e.
Geometry (Å):
Ta1 -0.399 1.541 -0.060  1.565
C1 -2.858 -3.883 -1.720  -1.237
C2 -1.786 -3.047 -2.328  0.139
N1 -1.395 -1.857 -1.932  -0.129
C3 -0.408 -1.483 -2.817  0.446
C4 -0.199 -2.461 -3.761  -0.034
N2 -1.076 -3.434 -3.425  0.018
C5 0.691 -2.736 -4.937  0.567
O1 1.578 -1.816 -5.274  -0.512
O2 0.587 -3.796 -5.487  -0.554
C6 0.286 -0.231 -2.693  0.208
O3 1.160 0.194 -3.403  -0.714
O4 -0.151 0.583 -1.665  -0.109
H1 -3.137 -3.478 -0.751  0.198
H2 -2.527 -4.913 -1.588  0.389
H3 -3.744 -3.895 -2.356  0.323
H4 -1.153 -4.290 -3.962  0.266
H5 1.501 -1.026 -4.705  0.399
I1 -1.976 -0.697 0.659  0.424
C7 -2.320 0.052 2.577  1.303
C8 -3.178 -0.610 3.408  -0.608
C9 -3.411 -0.092 4.698  -0.776
C10 -2.783 1.056 5.089  -0.946
C11 -1.894 1.734 4.219  0.869
C12 -1.248 2.927 4.623  -0.603
C13 -0.391 3.593 3.786  -1.362
C14 -0.150 3.090 2.502  -0.820
C15 -0.754 1.920 2.027  0.917
C16 -1.642 1.230 2.922  -0.478
H6 -3.682 -1.514 3.090  0.437
H7 -4.091 -0.606 5.364  0.418
H8 -2.961 1.469 6.075  0.440
H9 -1.447 3.313 5.617  0.437
H10 0.095 4.505 4.107  0.464
H11 0.538 3.646 1.875  0.459
C17 2.679 1.113 2.039  -1.291
P1 2.079 0.805 0.368  1.027
C18 3.160 1.672 -0.778  -1.435
C19 2.203 -0.959 0.057  0.620
C20 2.823 -1.441 -1.096  -0.321
C21 2.892 -2.810 -1.319  -0.750
C22 2.345 -3.692 -0.398  -0.583
C23 1.734 -3.214 0.756  -0.802
C24 1.661 -1.851 0.985  -0.737
H12 1.972 0.729 2.772  0.396
H13 2.798 2.186 2.195  0.424
H14 3.644 0.619 2.160  0.493
H15 4.173 1.281 -0.669  0.512
H16 3.157 2.736 -0.541  0.390
H17 2.818 1.533 -1.804  0.379
H18 3.266 -0.765 -1.816  0.353
H19 3.393 -3.183 -2.203  0.485
H20 2.414 -4.759 -0.569  0.470
H21 1.332 -3.905 1.486  0.472
H22 1.198 -1.487 1.897  0.391
O5 0.110 3.300 -0.504  -0.132
N3 0.165 4.342 -1.366  -0.360
C25 -0.953 4.530 -1.976  0.772
C26 -1.094 5.613 -2.897  -0.280
N4 -1.245 6.462 -3.654  -0.228
C27 -2.000 3.561 -1.689  0.400
N5 -2.403 2.598 -1.208  -0.473

=====

# 2
Entry from the OMol25 dataset: 19 unconnected molecules or ions with the total composition C22H10BCl72FO3PS at a distorted geometry (ωB97M-V with the def2-TZVPD basis set).

For the HOMO-LUMO gap, the calculation gives 0.2227 hartree. Its charge is -1. Its energy above the lowest of the compared OMol25 structures with the same formula, charge and spin is 0.0000 eV. The total energy comes out at -954251.19754 eV.

Last column: Mulliken charge in e.
Geometry (Å):
C1 2.483 4.176 -0.104  -0.987
P1 1.609 3.745 -1.673  0.324
C2 2.538 4.748 -2.919  -1.113
C3 -0.115 4.411 -1.549  -0.380
O1 -1.124 3.471 -1.375  -0.602
B1 -2.363 4.215 -1.719  1.045
O2 -3.110 4.535 -0.518  -0.607
F1 -3.248 3.467 -2.570  -0.276
O3 -1.883 5.405 -2.511  -0.706
C4 -0.577 5.107 -2.855  -0.003
S1 -0.554 3.918 -4.296  -0.310
H1 2.226 5.165 0.286  0.343
H2 3.543 4.223 -0.368  0.308
H3 2.334 3.401 0.643  0.180
H4 2.267 5.804 -2.945  0.307
H5 2.400 4.275 -3.888  0.266
H6 3.588 4.634 -2.642  0.419
H7 -0.156 5.239 -0.822  0.299
H8 -3.919 4.979 -0.786  0.119
H9 0.009 5.965 -3.186  0.398
H10 0.024 2.820 -3.791  0.199
C5 -7.369 4.362 -2.013  0.147
Cl1 -6.333 5.787 -1.939  -0.101
Cl2 -9.069 4.854 -1.882  -0.127
Cl3 -7.106 3.541 -3.548  0.108
Cl4 -6.989 3.276 -0.674  -0.009
C6 2.519 -0.344 1.371  0.242
Cl5 2.807 0.111 3.060  -0.040
Cl6 4.030 -0.177 0.465  -0.118
Cl7 1.985 -2.030 1.309  -0.111
Cl8 1.294 0.698 0.676  -0.029
C7 5.314 -3.162 4.885  0.233
Cl9 6.453 -4.498 5.089  -0.036
Cl10 5.288 -2.679 3.189  -0.025
Cl11 3.699 -3.672 5.384  -0.102
Cl12 5.827 -1.797 5.884  -0.019
C8 10.291 -5.349 3.872  0.223
Cl13 10.484 -4.872 5.561  -0.038
Cl14 11.819 -5.140 3.009  -0.089
Cl15 9.811 -7.052 3.803  -0.106
Cl16 9.046 -4.354 3.128  0.001
C9 1.302 2.719 -8.096  0.311
Cl17 2.900 1.954 -8.071  -0.122
Cl18 0.316 2.071 -6.797  -0.038
Cl19 1.486 4.461 -7.889  -0.101
Cl20 0.526 2.392 -9.655  -0.122
C10 -9.770 0.504 -2.127  0.188
Cl21 -10.748 -0.781 -2.853  -0.080
Cl22 -9.960 0.468 -0.366  -0.083
Cl23 -8.080 0.243 -2.531  0.019
Cl24 -10.317 2.080 -2.716  -0.048
C11 10.890 -0.734 4.723  0.268
Cl25 12.036 -2.063 4.933  -0.071
Cl26 10.865 -0.246 3.027  -0.099
Cl27 9.276 -1.256 5.209  0.010
Cl28 11.388 0.635 5.725  -0.109
C12 3.067 0.447 7.940  0.208
Cl29 3.976 1.913 8.323  -0.106
Cl30 3.726 -0.913 8.854  -0.016
Cl31 1.370 0.676 8.374  -0.108
Cl32 3.197 0.104 6.216  0.012
C13 11.925 -7.462 8.907  0.337
Cl33 13.515 -8.209 9.108  -0.110
Cl34 10.829 -8.087 10.141  -0.070
Cl35 12.073 -5.710 9.080  -0.103
Cl36 11.293 -7.840 7.307  -0.058
C14 10.638 -11.474 13.124  0.359
Cl37 11.687 -10.908 11.824  -0.052
Cl38 10.388 -10.170 14.288  -0.102
Cl39 9.085 -11.973 12.453  -0.084
Cl40 11.399 -12.849 13.941  -0.122
C15 -4.454 1.142 -5.556  0.156
Cl41 -4.808 1.258 -3.843  -0.031
Cl42 -5.737 1.942 -6.490  -0.111
Cl43 -2.923 1.946 -5.853  0.028
Cl44 -4.366 -0.564 -6.046  -0.138
C16 -10.137 0.043 -6.992  0.223
Cl45 -11.811 0.564 -7.259  -0.136
Cl46 -9.212 0.209 -8.487  -0.052
Cl47 -9.407 1.044 -5.744  0.090
Cl48 -10.133 -1.650 -6.488  -0.114
C17 -10.076 2.897 -11.474  0.330
Cl49 -8.502 2.092 -11.406  -0.116
Cl50 -11.078 2.355 -10.130  -0.046
Cl51 -9.836 4.642 -11.375  -0.051
Cl52 -10.868 2.500 -13.005  -0.110
C18 2.290 -4.003 11.461  0.349
Cl53 2.553 -3.586 13.157  -0.101
Cl54 3.804 -3.821 10.570  -0.086
Cl55 1.738 -5.676 11.344  -0.099
Cl56 1.073 -2.929 10.771  -0.079
C19 7.409 -15.978 12.610  0.325
Cl57 7.082 -17.144 13.897  -0.103
Cl58 8.839 -15.029 13.011  -0.018
Cl59 7.675 -16.838 11.091  -0.098
Cl60 6.023 -14.893 12.436  -0.107
C20 -6.368 6.738 -12.712  0.286
Cl61 -6.014 7.263 -11.066  -0.089
Cl62 -4.923 6.916 -13.714  -0.112
Cl63 -6.883 5.053 -12.695  -0.026
Cl64 -7.677 7.723 -13.379  -0.055
C21 -7.359 2.228 3.667  0.289
Cl65 -5.786 1.433 3.680  -0.090
Cl66 -8.302 1.701 5.071  -0.120
Cl67 -7.137 3.977 3.731  -0.094
Cl68 -8.221 1.802 2.187  -0.014
C22 -11.304 8.687 -15.682  0.326
Cl69 -10.289 10.128 -15.552  -0.100
Cl70 -13.005 9.160 -15.648  -0.103
Cl71 -10.953 7.857 -17.200  -0.098
Cl72 -10.961 7.609 -14.329  -0.038

=====

# 3
Entry from the OMol25 dataset: 8 unconnected molecules or ions with the total composition C58H101F2N2O12PS2Si at a distorted geometry (ωB97M-V with the def2-TZVPD basis set).

For the HOMO-LUMO gap, the calculation gives 0.2688 hartree. The SMILES is CC(=O)OCCCCC1=C(N=C=S)C(=O)c2c(OC#N)c(C(F)(F)CC[Si](C)(C)c3ccccc3)c([PH2]=S)c(C)c2C1=O.CCOCC.CCOCC.CCOCC.CCOCC.CCOCC.CCOCC.CCOCC. The total energy comes out at -133601.78760 eV.

Last column: Mulliken charge in e.
Geometry (Å):
C1 8.947 -1.723 -0.880  -0.793
C2 7.578 -2.169 -1.336  0.691
O1 6.941 -2.917 -0.638  -0.548
O2 7.065 -1.755 -2.539  -0.360
C3 5.879 -0.972 -2.389  -0.521
C4 5.486 -0.238 -3.685  -0.523
C5 6.649 0.256 -4.571  -0.639
C6 6.784 1.803 -4.670  -1.327
C7 6.535 2.556 -3.380  1.015
C8 7.134 2.293 -2.226  0.443
N1 8.113 1.249 -2.066  0.108
C9 9.208 1.523 -2.539  0.112
S1 10.547 1.611 -3.336  -0.228
C10 6.805 3.066 -0.967  -0.415
O3 7.646 3.318 -0.147  -0.521
C11 5.354 3.503 -0.883  0.479
C12 4.677 3.566 0.312  0.474
O4 5.414 3.198 1.462  -0.448
C13 5.998 4.252 1.986  0.406
N2 6.634 5.204 2.175  -0.534
C14 3.335 3.910 0.392  0.347
C15 2.604 3.929 1.718  0.544
F1 3.459 4.178 2.756  -0.361
F2 1.713 4.968 1.760  -0.340
C16 1.849 2.622 2.059  -1.372
C17 1.639 1.620 0.893  -0.055
Si1 0.213 0.404 1.298  -0.033
C18 -1.358 1.463 1.366  -0.237
C19 0.507 -0.555 2.886  -1.084
C20 0.044 -0.689 -0.240  0.754
C21 1.159 -1.308 -0.808  -0.569
C22 1.030 -2.066 -1.956  -0.497
C23 -0.206 -2.226 -2.570  -1.183
C24 -1.307 -1.636 -1.985  -0.415
C25 -1.206 -0.867 -0.837  -0.519
C26 2.699 4.202 -0.816  0.455
P1 0.904 4.652 -0.886  0.923
S2 0.711 6.582 -1.033  -0.420
C27 3.372 4.156 -2.046  0.782
C28 2.631 4.457 -3.338  -2.397
C29 4.716 3.804 -2.091  0.333
C30 5.526 3.684 -3.363  -0.906
O5 5.429 4.422 -4.312  -0.583
H1 8.902 -1.268 0.113  0.254
H2 9.609 -2.590 -0.783  0.421
H3 9.441 -1.017 -1.548  0.128
H4 5.948 -0.248 -1.564  -0.029
H5 5.068 -1.656 -2.103  0.652
H6 4.869 -0.939 -4.260  0.474
H7 4.803 0.572 -3.398  0.150
H8 6.440 -0.087 -5.590  0.584
H9 7.614 -0.180 -4.307  0.319
H10 6.087 2.180 -5.424  0.397
H11 7.797 2.040 -5.020  0.384
H12 0.914 2.831 2.589  0.375
H13 2.484 2.107 2.791  0.381
H14 1.357 2.076 -0.057  0.029
H15 2.534 0.990 0.814  0.366
H16 -1.530 1.855 0.355  -0.027
H17 -2.226 0.853 1.633  -0.367
H18 -1.244 2.322 2.035  0.680
H19 0.468 0.145 3.731  0.373
H20 -0.356 -1.221 3.028  0.282
H21 1.418 -1.156 2.897  0.337
H22 2.148 -1.207 -0.367  0.385
H23 1.876 -2.566 -2.421  0.440
H24 -0.285 -2.807 -3.482  0.452
H25 -2.290 -1.743 -2.441  0.828
H26 -2.089 -0.407 -0.406  0.304
H27 0.280 4.136 0.262  0.104
H28 0.315 3.998 -1.989  -0.018
H29 1.748 3.809 -3.421  0.387
H30 2.240 5.480 -3.309  0.393
H31 3.229 4.276 -4.225  0.345
C31 -4.962 -3.537 -1.132  -0.654
C32 -5.819 -2.440 -1.738  -0.276
O6 -5.508 -2.150 -3.089  -0.301
C33 -5.673 -3.193 -4.031  -0.197
C34 -7.099 -3.701 -4.162  -1.260
H32 -3.901 -3.324 -1.279  0.064
H33 -5.158 -3.626 -0.063  0.240
H34 -5.169 -4.507 -1.588  0.348
H35 -5.645 -1.510 -1.193  0.057
H36 -6.885 -2.671 -1.629  0.400
H37 -4.988 -4.020 -3.814  0.334
H38 -5.357 -2.770 -4.986  0.262
H39 -7.429 -4.214 -3.257  0.282
H40 -7.175 -4.406 -4.990  0.430
H41 -7.786 -2.871 -4.340  0.287
C35 -4.431 5.335 -0.519  -1.495
C36 -3.458 4.170 -0.501  -0.012
O7 -3.974 2.996 0.094  -0.070
C37 -5.102 2.413 -0.528  -0.380
C38 -4.829 1.972 -1.956  -1.027
H42 -4.823 5.521 0.481  0.298
H43 -3.932 6.237 -0.876  0.443
H44 -5.281 5.141 -1.177  0.299
H45 -2.586 4.442 0.098  0.150
H46 -3.088 3.952 -1.511  0.316
H47 -5.968 3.083 -0.482  0.357
H48 -5.353 1.540 0.077  0.165
H49 -4.658 2.825 -2.616  0.331
H50 -5.676 1.410 -2.353  0.603
H51 -3.937 1.344 -1.995  0.077
C39 -5.816 -5.936 3.585  -0.595
C40 -5.527 -6.569 2.237  -0.491
O8 -4.433 -5.961 1.574  -0.376
C41 -3.182 -6.037 2.232  -0.069
C42 -2.684 -7.458 2.438  -1.282
H52 -5.917 -4.855 3.468  -0.088
H53 -6.737 -6.331 4.016  0.477
H54 -5.013 -6.115 4.301  0.240
H55 -6.389 -6.428 1.583  0.353
H56 -5.377 -7.651 2.327  0.291
H57 -3.215 -5.496 3.185  0.152
H58 -2.478 -5.502 1.592  0.382
H59 -3.312 -8.007 3.142  0.283
H60 -1.669 -7.449 2.835  0.427
H61 -2.690 -8.006 1.494  0.308
C43 -1.080 2.434 -6.195  -1.104
C44 -0.881 0.990 -5.763  -0.409
O9 -1.780 0.567 -4.756  -0.200
C45 -3.155 0.595 -5.091  0.261
C46 -3.533 -0.311 -6.249  -1.301
H62 -1.073 3.098 -5.329  0.235
H63 -0.285 2.737 -6.878  0.397
H64 -2.032 2.574 -6.710  0.335
H65 0.117 0.880 -5.333  0.285
H66 -0.926 0.316 -6.626  0.369
H67 -3.483 1.624 -5.278  0.299
H68 -3.689 0.254 -4.202  -0.179
H69 -3.111 0.022 -7.199  0.370
H70 -4.618 -0.333 -6.356  0.393
H71 -3.168 -1.323 -6.061  0.278
C47 -8.875 -5.150 8.434  -1.073
C48 -7.413 -4.813 8.195  -0.333
O10 -7.132 -4.405 6.870  -0.374
C49 -7.791 -3.235 6.418  -0.198
C50 -7.446 -1.990 7.213  -1.109
H72 -9.227 -5.872 7.696  0.284
H73 -9.008 -5.571 9.432  0.403
H74 -9.511 -4.266 8.360  0.266
H75 -6.809 -5.705 8.366  0.338
H76 -7.066 -4.058 8.910  0.301
H77 -8.875 -3.394 6.389  0.335
H78 -7.468 -3.093 5.386  0.166
H79 -7.821 -2.040 8.237  0.371
H80 -7.883 -1.111 6.739  0.356
H81 -6.363 -1.862 7.266  0.259
C51 10.386 1.964 0.947  -0.498
C52 11.879 1.947 1.225  -0.577
O11 12.660 2.395 0.133  -0.436
C53 12.428 3.728 -0.286  0.042
C54 12.721 4.766 0.784  -1.197
H82 10.162 1.423 0.027  -0.040
H83 9.841 1.500 1.770  0.499
H84 10.008 2.979 0.830  0.207
H85 12.199 0.923 1.420  0.356
H86 12.112 2.524 2.127  0.300
H87 11.405 3.839 -0.665  0.039
H88 13.095 3.891 -1.134  0.369
H89 12.019 4.696 1.617  0.275
H90 12.643 5.770 0.368  0.411
H91 13.726 4.627 1.187  0.304
C55 -4.725 1.321 3.481  -0.419
C56 -5.348 0.374 4.493  -0.426
O12 -6.021 -0.725 3.906  -0.473
C57 -5.229 -1.596 3.120  0.047
C58 -4.112 -2.276 3.894  -0.752
H92 -5.465 1.636 2.744  0.235
H93 -4.329 2.205 3.983  0.504
H94 -3.901 0.850 2.940  -0.413
H95 -6.104 0.912 5.067  0.413
H96 -4.599 0.025 5.212  0.308
H97 -4.830 -1.067 2.246  0.019
H98 -5.912 -2.357 2.740  0.299
H99 -3.354 -1.561 4.222  0.396
H100 -3.618 -3.020 3.267  0.147
H101 -4.507 -2.769 4.785  0.140

=====

# 4
Entry from the OMol25 dataset: a single C4H7FO molecule at a distorted geometry (ωB97M-V with the def2-TZVPD basis set).

For the HOMO-LUMO gap, the calculation gives 0.4259 hartree. The SMILES is C[C@H](F)[C@H]1CO1. Its energy above the lowest of the compared OMol25 structures with the same formula, charge and spin is 2.0579 eV. The total energy comes out at -9024.21307 eV.

Last column: Mulliken charge in e.
Geometry (Å):
C1 -0.404 -1.672 -0.540  -1.091
C2 -0.810 -0.191 -0.372  0.319
F1 -1.132 0.333 -1.627  -0.311
C3 0.481 0.458 0.198  -0.266
C4 0.714 1.812 0.900  -0.328
O1 1.048 0.570 1.511  -0.410
H1 -0.840 -2.208 -1.402  0.329
H2 -0.710 -2.193 0.360  0.284
H3 0.690 -1.722 -0.660  0.317
H4 -1.571 -0.001 0.336  0.331
H5 1.302 0.186 -0.398  0.332
H6 -0.287 2.251 1.208  0.228
H7 1.518 2.377 0.486  0.267